Version P
# C4H8O

A cluster of 2 separate species, C4H8O in total (ωB97M-V with the def2-TZVPD basis set, the Open Molecules 2025 dataset).

Results
**LUMO energy (alpha / beta)**: -6.9 / -10.3 eV
**Frontier orbital gap (alpha / beta)**: 5.61 / 2.18 eV
**⟨S²⟩**: 0.7573

```
! wB97M-V def2-TZVPD RIJCOSX def2/J DEFGRID3
* xyz 1 2
C 2.24 -1.07 2.55
C 3.03 -0.96 1.50
H 1.17 -0.91 2.59
H 2.59 -1.51 3.47
H 2.79 -0.64 0.49
H 4.08 -1.16 1.67
O -1.71 0.54 -0.06
C -2.24 1.15 -0.96
C -2.32 0.73 -2.34
H -2.64 2.14 -0.66
H -3.01 -0.10 -2.56
H -1.40 0.24 -2.69
H -2.57 1.55 -3.00
*
```

Version Q
# C4H8O

The ion C4H8O with charge +1 (ωB97M-V with the def2-TZVPD basis set, the Open Molecules 2025 dataset).

Results
**LUMO energy (alpha / beta)**: -7.6 / -7.5 eV
**Frontier orbital gap (alpha / beta)**: 7.96 / 8.32 eV
**⟨S²⟩**: 0.7606

```
! wB97M-V def2-TZVPD RIJCOSX def2/J DEFGRID3
* xyz 1 2
C -1.06 0.08 -1.08
C 0.17 -0.06 -0.07
C -0.12 -0.20 1.42
C 1.49 0.27 -0.46
O -2.27 0.00 -0.53
H -1.34 1.20 -0.87
H -0.87 -0.52 -1.96
H -0.09 0.79 1.89
H 0.60 -0.80 1.94
H -1.12 -0.61 1.50
H 0.58 -1.07 -0.45
H 2.05 -0.21 -1.27
H 1.99 1.14 -0.05
*
```

Relative energy table, unit eV: version P 0.000; version Q 2.186

Version P
# C4H12N3S

A cluster of 2 separate species, C4H12N3S in total (ωB97M-V with the def2-TZVPD basis set, the Open Molecules 2025 dataset).

Results
**LUMO energy (alpha / beta)**: -4.2 / -4.2 eV
**Frontier orbital gap (alpha / beta)**: 8.10 / 8.10 eV

```
! wB97M-V def2-TZVPD RIJCOSX def2/J DEFGRID3
* xyz 1 1
C -0.32 0.83 -0.55
C 1.77 0.37 0.23
C -0.58 1.71 0.65
C -1.60 -1.56 -0.88
N 0.91 0.40 -0.79
N -0.18 -1.15 1.21
N -1.04 -0.82 0.30
S 3.29 -0.49 0.15
H -0.96 1.07 -1.41
H 1.78 0.98 1.13
H -1.60 2.22 0.77
H 0.16 2.45 0.73
H -0.51 0.90 1.42
H -1.99 -2.55 -0.59
H -2.38 -1.04 -1.23
H -0.83 -1.64 -1.69
H 1.22 -0.14 -1.72
H 0.58 -1.73 0.82
H -1.82 -0.29 0.65
H 4.09 0.48 0.81
*
```

Version Q
# C4H12N3S

The ion C4H12N3S with charge +1 (ωB97M-V with the def2-TZVPD basis set, the Open Molecules 2025 dataset).

Results
**LUMO energy**: -3.5 eV
**Frontier orbital gap**: 10.36 eV
**SMILES**: CC[N@H+](S)/N=C(/C)N

```
! wB97M-V def2-TZVPD RIJCOSX def2/J DEFGRID3
* xyz 1 1
C -2.70 -0.91 -0.89
C -1.32 -1.48 -0.66
N -0.17 -0.11 -0.63
S 0.78 0.06 -2.12
N 0.55 -0.09 0.54
C 1.39 0.74 1.00
C 1.83 0.54 2.37
N 1.81 1.84 0.31
H -2.96 -0.28 -0.19
H -2.64 -0.44 -1.89
H -3.28 -1.81 -1.19
H -0.90 -2.14 -1.36
H -1.05 -1.72 0.33
H -0.78 0.75 -0.58
H 1.92 -0.47 -1.61
H 1.86 -0.47 2.55
H 2.80 0.96 2.38
H 1.20 0.95 3.18
H 2.59 2.44 0.53
H 1.24 2.11 -0.45
*
```

Relative energy table, unit eV: version P 1.540; version Q 0.000

Version P
# C4H9NOS

An isolated molecule of C4H9NOS (ωB97M-V with the def2-TZVPD basis set, the Open Molecules 2025 dataset).

Results
**LUMO energy**: 0.9 eV
**Frontier orbital gap**: 9.56 eV
**SMILES**: CO/N=C\CSC

```
! wB97M-V def2-TZVPD RIJCOSX def2/J DEFGRID3
* xyz 0 1
C 0.31 -0.47 -2.61
O -0.15 -0.03 -1.35
N 0.75 0.94 -0.87
C 0.40 1.35 0.25
C -0.90 1.09 0.92
S -0.55 0.33 2.53
C 0.13 -1.26 2.05
H -0.42 -1.20 -2.97
H 1.31 -0.85 -2.61
H 0.27 0.33 -3.42
H 1.09 2.14 0.72
H -1.41 2.07 1.06
H -1.55 0.40 0.37
H 0.28 -1.76 3.02
H -0.59 -1.89 1.48
H 1.04 -1.17 1.44
*
```

Version Q
# C4H9NOS

An isolated molecule of C4H9NOS (ωB97M-V with the def2-TZVPD basis set, the Open Molecules 2025 dataset).

Results
**LUMO energy**: 0.8 eV
**Frontier orbital gap**: 9.55 eV
**SMILES**: C/C=C/COSN

```
! wB97M-V def2-TZVPD RIJCOSX def2/J DEFGRID3
* xyz 0 1
C 1.12 -2.64 1.69
C 0.66 -1.75 0.56
C 0.16 -0.50 0.71
C -0.36 0.43 -0.37
O 0.20 1.80 -0.48
S -0.78 3.22 -0.51
N -1.38 3.44 -2.07
H 0.35 -2.73 2.47
H 1.95 -2.04 2.16
H 1.30 -3.68 1.45
H 0.97 -1.98 -0.52
H 0.07 -0.18 1.68
H -0.20 -0.01 -1.42
H -1.48 0.65 -0.39
H -0.50 3.27 -2.70
H -2.04 2.70 -2.26
*
```

Relative energy table, unit eV: version P 0.000; version Q 0.178

Version P
# C4H9NOS

An isolated molecule of C4H9NOS (ωB97M-V with the def2-TZVPD basis set, the Open Molecules 2025 dataset).

Results
**LUMO energy**: 0.7 eV
**Frontier orbital gap**: 9.83 eV
**SMILES**: NC(=O)CCCS

```
! wB97M-V def2-TZVPD RIJCOSX def2/J DEFGRID3
* xyz 0 1
N -0.67 -2.51 0.41
C 0.23 -1.55 0.71
O 0.31 -1.02 1.80
C 0.88 -0.95 -0.64
C -0.27 -0.20 -1.36
C -0.82 1.02 -0.52
S 0.29 2.46 -0.02
H -0.63 -3.08 1.21
H -0.36 -3.01 -0.37
H 1.46 -1.80 -1.18
H 1.73 -0.31 -0.34
H -1.18 -0.68 -1.54
H 0.07 0.19 -2.42
H -1.31 0.50 0.33
H -1.78 1.30 -1.00
H -0.53 3.34 -0.66
*
```

Version Q
# C4H9NOS

An isolated molecule of C4H9NOS (ωB97M-V with the def2-TZVPD basis set, the Open Molecules 2025 dataset).

Results
**LUMO energy**: 0.7 eV
**Frontier orbital gap**: 9.95 eV
**SMILES**: NC(=O)CCCS

```
! wB97M-V def2-TZVPD RIJCOSX def2/J DEFGRID3
* xyz 0 1
N 2.46 0.68 0.27
C 1.53 -0.06 0.98
O 1.82 -1.06 1.59
C 0.12 0.51 0.98
C -0.40 1.13 -0.30
C -0.75 0.16 -1.42
S -2.21 -0.87 -1.01
H 3.42 0.39 0.44
H 2.33 1.69 0.32
H 0.14 1.29 1.76
H -0.55 -0.26 1.37
H 0.24 1.94 -0.65
H -1.32 1.66 -0.06
H 0.04 -0.59 -1.58
H -0.88 0.67 -2.36
H -3.10 0.08 -1.28
*
```

Relative energy table, unit eV: version P 1.319; version Q 0.000